(1)
{"formula": "C4H10NO3", "method": "the ωB97M-V functional and the def2-TZVPD basis", "species": ["C", "C", "N", "C", "C", "O", "O", "H", "H", "H", "H", "H", "H", "H", "H", "H", "H", "O"], "xyz": [[-2.9813, 0.9006, 0.9027], [-1.4689, 0.8163, 0.8423], [-1.0784, -0.4642, 0.1397], [-0.3557, -0.2807, -1.1064], [1.1797, 0.0310, -1.1530], [1.8452, 0.1531, -0.0919], [1.5926, 0.2535, -2.3067], [-3.2111, 1.9824, 0.9626], [-3.4042, 0.2273, 1.6492], [-3.4630, 0.7094, -0.1049], [-1.0205, 1.6528, 0.2765], [-1.0532, 0.8694, 1.8581], [-0.4846, -0.9394, 0.8232], [-0.7551, 0.5942, -1.6300], [-0.3938, -1.2011, -1.7150], [1.5432, -0.5872, 1.2034], [2.1391, -1.8036, 1.8833], [1.4028, -1.1914, 2.0285]], "forces_ev_per_angstrom": [[-0.4, 1.3, -1.9], [0.5, -1.1, -1.2], [0.4, 0.6, 1.6], [0.9, -0.2, -0.2], [-0.1, 1.0, -0.4], [0.0, -0.2, 0.3], [-0.1, -0.4, 0.2], [-0.4, -0.4, 1.1], [-0.2, 0.4, 0.0], [0.8, -0.5, 1.0], [-0.3, -0.1, 0.3], [0.0, -0.2, -0.3], [0.0, -0.2, -0.5], [-0.3, -0.5, -0.2], [-0.6, 0.5, 0.0], [-0.3, -0.2, 0.5], [-0.3, 0.0, 0.3], [0.5, 0.0, -0.5]], "e_above_lowest_kcal_mol": 23.4, "molar_mass_g_mol": 120.13, "orbital_gap_ev": 8.1, "multiplicity": 1, "total_charge": -1, "homo_energy_ev": -4.200}

=====

(2)
{"formula": "C35H35AuIO3PS2", "method": "the ωB97M-V functional and the def2-TZVPD basis", "species": ["Au", "O", "S", "C", "C", "C", "C", "S", "O", "C", "C", "C", "C", "C", "C", "C", "C", "C", "C", "C", "C", "H", "H", "H", "H", "H", "H", "H", "H", "H", "H", "H", "H", "H", "H", "H", "H", "H", "H", "I", "C", "H", "H", "O", "P", "C", "C", "C", "C", "C", "C", "C", "C", "C", "C", "C", "C", "C", "C", "C", "C", "C", "C", "H", "H", "H", "H", "H", "H", "H", "H", "H", "H", "H", "H", "H", "H", "H"], "xyz": [[0.1383, 0.3439, -0.1974], [1.1908, 0.3464, 1.7756], [1.8336, 1.4027, 2.6764], [3.1931, 0.5331, 3.4814], [4.0420, -0.3562, 2.5782], [3.3047, -1.6264, 2.0964], [3.3003, -1.7223, 0.5735], [1.9439, -2.6238, -0.2503], [0.9931, -1.5540, -0.8149], [1.1118, -3.4204, 1.0935], [0.0035, -2.8694, 1.7208], [-0.6216, -3.5905, 2.7262], [-0.1342, -4.8380, 3.0975], [0.9732, -5.3788, 2.4606], [1.5977, -4.6750, 1.4408], [2.7297, 2.5276, 1.6325], [3.0933, 3.7457, 2.1933], [3.7741, 4.6706, 1.4158], [4.0685, 4.3845, 0.0900], [3.6900, 3.1694, -0.4653], [3.0177, 2.2343, 0.3073], [2.7271, -0.0318, 4.2911], [3.7733, 1.3435, 3.9298], [4.9277, -0.6328, 3.1510], [4.4107, 0.2361, 1.7372], [2.2815, -1.6092, 2.4607], [3.7709, -2.5168, 2.5178], [4.2147, -2.1719, 0.1844], [3.1966, -0.7393, 0.1111], [-0.3875, -1.9050, 1.4270], [-1.4950, -3.1791, 3.2137], [-0.6283, -5.3967, 3.8804], [1.3412, -6.3556, 2.7416], [2.4447, -5.1046, 0.9191], [2.8427, 3.9776, 3.2214], [4.0668, 5.6187, 1.8445], [4.5934, 5.1123, -0.5130], [3.9343, 2.9460, -1.4948], [2.7373, 1.2779, -0.1160], [-0.6269, 2.9943, -0.8815], [-0.2651, 1.2791, -1.9180], [0.6550, 1.2967, -2.4934], [-1.1285, 0.8407, -2.4056], [-1.9747, -0.1250, 0.2720], [-2.9716, -1.1337, -0.3397], [-4.2044, -0.2600, -1.2935], [-4.1596, 1.1261, -1.3997], [-5.1135, 1.7982, -2.1509], [-6.1148, 1.0852, -2.7924], [-6.1703, -0.3000, -2.6803], [-5.2205, -0.9724, -1.9333], [-2.1873, -2.2947, -1.4490], [-2.0384, -1.9540, -2.7958], [-1.3309, -2.7811, -3.6526], [-0.7772, -3.9599, -3.1728], [-0.9322, -4.3140, -1.8395], [-1.6302, -3.4847, -0.9780], [-3.7497, -2.0225, 0.9971], [-3.7960, -1.4113, 2.2509], [-4.4193, -2.0514, 3.3097], [-4.9956, -3.3009, 3.1233], [-4.9562, -3.9106, 1.8766], [-4.3363, -3.2752, 0.8132], [-3.3976, 1.6763, -0.8632], [-5.0843, 2.8766, -2.2277], [-6.8632, 1.6079, -3.3722], [-6.9570, -0.8523, -3.1753], [-5.2728, -2.0515, -1.8502], [-2.5001, -1.0525, -3.1822], [-1.2315, -2.5211, -4.6977], [-0.2381, -4.6137, -3.8452], [-0.5178, -5.2444, -1.4736], [-1.7481, -3.7695, 0.0596], [-3.3485, -0.4361, 2.3922], [-4.4619, -1.5741, 4.2794], [-5.4849, -3.7979, 3.9501], [-5.4104, -4.8813, 1.7327], [-4.3138, -3.7583, -0.1558]], "forces_ev_per_angstrom": [[0.5, 0.7, 1.0], [0.0, -0.2, -0.1], [-0.3, 0.0, 0.0], [0.1, 0.0, 0.0], [0.0, 0.0, 0.0], [0.0, 0.0, 0.0], [0.0, 0.1, 0.0], [-0.2, 0.2, 0.0], [0.2, 0.1, -0.3], [0.0, -0.1, 0.1], [0.1, 0.0, 0.1], [0.0, 0.0, 0.0], [0.0, 0.0, 0.0], [0.0, 0.0, 0.0], [0.0, 0.0, 0.0], [0.0, 0.0, -0.1], [0.0, 0.0, 0.0], [0.0, 0.0, 0.0], [0.0, 0.0, 0.0], [0.0, 0.0, 0.0], [0.1, 0.0, 0.0], [0.0, 0.0, 0.0], [0.0, 0.0, 0.0], [0.0, 0.0, 0.0], [0.0, 0.0, 0.0], [0.0, 0.0, 0.0], [0.0, 0.0, 0.0], [0.0, 0.0, 0.0], [0.0, 0.0, 0.0], [0.0, 0.0, 0.0], [0.0, 0.0, 0.0], [0.0, 0.0, 0.0], [0.0, 0.0, 0.0], [0.0, 0.0, 0.0], [0.0, 0.0, 0.0], [0.0, 0.0, 0.0], [0.0, 0.0, 0.0], [0.0, 0.0, 0.0], [0.0, 0.0, 0.0], [0.1, -0.1, 0.3], [-0.1, -0.7, -0.8], [-0.1, 0.0, -0.1], [0.0, 0.1, -0.1], [-0.7, -0.3, -0.3], [0.4, 0.5, 0.4], [-0.1, 0.0, -0.1], [0.0, 0.0, 0.1], [0.0, 0.0, 0.0], [0.0, 0.0, 0.0], [0.0, 0.0, 0.0], [0.0, 0.0, 0.0], [0.1, -0.1, -0.1], [0.0, 0.0, 0.0], [0.0, 0.0, 0.0], [0.0, 0.0, 0.0], [0.0, 0.0, 0.0], [-0.1, 0.0, 0.0], [0.0, -0.2, 0.1], [0.0, 0.0, 0.0], [0.0, 0.0, 0.0], [0.0, 0.0, 0.0], [0.0, 0.0, 0.0], [0.0, 0.1, 0.0], [0.0, 0.0, 0.0], [0.0, 0.0, 0.0], [0.0, 0.0, 0.0], [0.0, 0.0, 0.0], [0.0, 0.0, 0.0], [0.0, 0.0, 0.0], [0.0, 0.0, 0.0], [0.0, 0.0, 0.0], [0.0, 0.0, 0.0], [0.0, 0.0, -0.1], [0.0, 0.0, 0.0], [0.0, 0.0, 0.0], [0.0, 0.0, 0.0], [0.0, 0.0, 0.0], [0.0, 0.0, 0.0]], "e_above_lowest_kcal_mol": 17.6, "molar_mass_g_mol": 922.64, "orbital_gap_ev": 6.0, "multiplicity": 1, "total_charge": 2, "homo_energy_ev": -13.924}

=====

(3)
{"formula": "C3H5N2", "method": "the ωB97M-V functional and the def2-TZVPD basis", "species": ["C", "C", "C", "N", "N", "H", "H", "H", "H", "H"], "xyz": [[-0.1048, 1.3402, -0.5489], [-0.3963, -0.0019, -1.0465], [0.2968, -0.1440, 1.1595], [0.1880, 1.7328, 0.4596], [0.0919, -0.8127, 0.0802], [-1.4225, 0.1805, -1.2811], [0.0289, -0.3539, -2.0822], [1.1053, -0.5622, 1.7948], [-0.4148, 0.3514, 1.7234], [0.6273, -1.7301, -0.2587]], "forces_ev_per_angstrom": [[-1.2, -2.2, -7.4], [1.9, -0.1, -2.8], [4.1, 0.8, 4.7], [2.6, 2.8, 7.2], [-1.1, -4.1, -7.0], [-1.6, -1.4, 0.5], [-0.4, 0.8, 2.0], [-0.1, 1.0, -0.3], [-2.4, 0.2, 1.5], [-1.6, 2.2, 1.6]], "e_above_lowest_kcal_mol": 73.4, "molar_mass_g_mol": 69.09, "orbital_gap_ev": [9.3, 8.2], "multiplicity": 3, "total_charge": 1, "homo_energy_ev": [-13.520, -17.931], "s2": 2.01}

=====

(4)
{"formula": "C25H31Cl2CoO7", "method": "the ωB97M-V functional and the def2-TZVPD basis", "species": ["C", "C", "C", "C", "H", "H", "C", "H", "H", "C", "H", "H", "C", "C", "C", "O", "O", "O", "O", "C", "H", "H", "H", "C", "H", "H", "H", "O", "H", "H", "C", "C", "H", "H", "H", "H", "H", "H", "Co", "C", "C", "C", "H", "C", "C", "H", "H", "H", "H", "C", "C", "C", "H", "C", "C", "H", "H", "H", "H", "Cl", "C", "Cl", "C", "O", "O", "H"], "xyz": [[0.4696, -6.4195, -2.5524], [0.9972, -5.0589, -2.0583], [-0.9221, -6.6275, -1.9497], [-1.0751, -5.6753, -0.7405], [-1.0145, -7.6681, -1.6205], [-1.6698, -6.4642, -2.7360], [0.4439, -4.8951, -0.6681], [0.5863, -4.3178, -2.7615], [2.0997, -5.0143, -2.0990], [0.9633, -3.6414, 0.1750], [0.9237, -5.7060, -0.0929], [-1.0072, -6.2970, 0.1760], [-2.4713, -5.1891, -0.7524], [0.5011, -6.4819, -4.0783], [1.3471, -7.6277, -2.2167], [0.9188, -8.7081, -1.8380], [0.3021, -5.5157, -4.8060], [0.7490, -7.7147, -4.5520], [2.6590, -7.4221, -2.3983], [3.3866, -8.6513, -2.2861], [4.4237, -8.3812, -2.4729], [3.0080, -9.3538, -3.0353], [3.2392, -9.0718, -1.2880], [0.7382, -7.8133, -5.9799], [-0.2548, -7.5500, -6.3671], [0.9694, -8.8593, -6.1792], [1.4989, -7.1510, -6.4142], [1.5232, -2.4647, -0.4144], [1.7898, -3.9938, 0.8266], [0.1849, -3.2953, 0.8694], [-3.1184, -4.8772, 0.5196], [-3.1443, -4.6998, -1.9665], [-3.9472, -5.3741, -2.3190], [-2.4553, -4.4684, -2.7883], [-3.6364, -3.7421, -1.7308], [-3.2844, -3.7876, 0.5343], [-2.4831, -5.0915, 1.3860], [-4.1071, -5.3531, 0.6361], [0.3682, -1.3806, -1.1491], [-0.2592, 0.6156, 2.7077], [-0.1088, -0.6324, 3.3856], [1.0800, -1.2539, 2.8992], [-0.7822, -1.0407, 4.1346], [1.6870, -0.3749, 1.9514], [0.8573, 0.7833, 1.8369], [1.0357, 1.6282, 1.1785], [-1.0792, 1.3149, 2.8411], [1.4522, -2.2308, 3.1929], [2.5946, -0.5688, 1.3883], [-0.9366, -0.3519, -2.3400], [0.0548, 0.5289, -1.8075], [1.3368, 0.0600, -2.2215], [-0.1454, 1.4421, -1.2545], [1.1424, -1.1289, -2.9873], [-0.2639, -1.4108, -3.0399], [-0.7525, -2.2293, -3.5743], [-2.0164, -0.2328, -2.2835], [2.2751, 0.5679, -2.0027], [1.9058, -1.7073, -3.4962], [-4.4952, -1.9033, -0.1579], [-3.4157, -1.0828, 1.0295], [-3.2322, -1.9469, 2.5653], [-2.0087, -0.8151, 0.4215], [-1.8052, 0.4037, 0.2948], [-1.2192, -1.7824, 0.0946], [-3.8862, -0.1136, 1.2208]], "forces_ev_per_angstrom": [[1.2, -0.8, -0.6], [-0.1, 0.2, -0.8], [0.2, -0.2, -0.3], [0.7, -0.3, 0.3], [-0.1, 0.2, -0.2], [0.1, 0.1, 0.4], [0.0, -0.7, 0.7], [0.3, 0.0, 0.3], [-0.5, 0.1, 0.0], [0.3, 1.1, 0.7], [0.0, 0.1, -0.1], [-0.1, 0.3, -0.4], [1.0, 0.5, 0.2], [-0.8, 2.2, -0.7], [-0.7, -0.8, 1.4], [0.5, 1.0, -0.4], [0.3, -1.6, 0.7], [-0.1, 0.1, -0.5], [-0.1, -0.3, -0.1], [0.1, 0.3, 0.0], [0.0, -0.1, 0.1], [0.2, 0.0, 0.1], [0.2, 0.0, -0.2], [0.0, 0.0, 0.0], [0.3, 0.0, 0.0], [0.0, 0.1, -0.1], [-0.3, -0.2, 0.1], [1.2, -3.6, 0.5], [-0.4, -0.4, -0.3], [-0.1, -0.4, -0.1], [-0.2, 0.7, 0.7], [-0.4, 0.8, -0.5], [0.2, 0.1, -0.1], [-0.1, -0.3, 0.0], [0.1, -0.3, -0.1], [0.0, -0.6, 0.3], [-0.2, -0.2, -0.1], [0.1, 0.1, 0.0], [-1.7, -0.7, 4.1], [0.9, -0.5, 0.4], [0.5, 0.5, -0.7], [-0.1, 0.9, -0.1], [0.0, 0.0, -0.1], [-0.8, 0.3, 0.6], [0.0, -0.8, 0.7], [-0.1, -0.1, 0.0], [0.0, -0.1, -0.1], [0.0, 0.0, 0.0], [-0.2, 0.0, 0.0], [0.1, 0.6, -1.7], [-0.4, 0.9, -1.1], [0.2, 0.7, -1.0], [0.1, -0.5, 0.1], [0.0, 0.7, -1.9], [-0.3, 0.9, -1.7], [0.3, 0.3, 0.2], [0.4, -0.2, 0.4], [-0.2, -0.4, 0.0], [-0.1, -0.1, 0.4], [-0.3, 0.3, 0.1], [0.6, 0.3, 0.0], [-0.5, -0.2, 0.0], [1.4, 0.9, -0.6], [-0.8, -1.2, -0.1], [-2.2, 1.0, 0.8], [0.2, -0.4, 0.0]], "e_above_lowest_kcal_mol": 5.7, "molar_mass_g_mol": 573.36, "orbital_gap_ev": [3.3, 3.3], "multiplicity": 5, "total_charge": -2, "homo_energy_ev": [0.414, 0.420], "s2": 6.02}

=====

(5)
{"formula": "C5H14N2O", "method": "the ωB97M-V functional and the def2-TZVPD basis", "species": ["C", "C", "C", "O", "H", "H", "H", "H", "H", "H", "H", "H", "C", "N", "C", "N", "H", "H", "H", "H", "H", "H"], "xyz": [[-1.1279, 0.3550, 0.3328], [-1.3204, -2.2622, -1.2366], [-1.3916, -0.2657, 1.6504], [-0.3795, -1.6857, -0.4067], [-0.8419, 1.4002, 0.3662], [-1.7611, 0.1157, -0.5070], [-2.3507, -1.9090, -1.0058], [-1.3564, -3.3574, -1.1141], [-1.1566, -2.0551, -2.3086], [-2.0833, 0.3875, 2.2040], [-0.4806, -0.3172, 2.2510], [-1.8007, -1.2660, 1.5592], [1.8604, 0.3824, 0.7601], [0.9716, 0.3643, -0.3865], [1.6110, 2.4259, -1.1342], [0.9866, 1.3273, -1.3368], [0.6056, -0.5899, -0.6993], [2.9050, 0.5087, 0.4547], [1.6061, 1.1876, 1.4585], [1.7494, -0.5748, 1.2643], [2.1953, 2.6596, -0.2451], [1.5599, 3.1684, -1.9205]], "forces_ev_per_angstrom": [[0.4, -0.1, -0.1], [0.0, 0.0, 0.1], [0.0, -0.1, 0.0], [-0.1, 0.2, 0.0], [0.0, 0.0, 0.0], [0.0, -0.1, 0.0], [0.0, 0.0, 0.0], [0.0, 0.1, 0.0], [0.0, 0.0, 0.1], [0.1, 0.0, -0.1], [0.0, 0.0, 0.0], [0.0, 0.0, 0.0], [-0.1, 0.1, -0.2], [-0.3, -0.1, 0.3], [-0.2, -0.3, 0.0], [0.1, 0.4, 0.1], [0.0, 0.0, 0.0], [0.0, 0.0, 0.0], [0.0, 0.0, 0.0], [0.0, 0.0, 0.0], [0.0, -0.1, 0.0], [0.0, 0.0, 0.0]], "e_above_lowest_kcal_mol": 155.3, "molar_mass_g_mol": 118.18, "orbital_gap_ev": [7.7, 7.7], "multiplicity": 1, "homo_energy_ev": [-7.915, -7.917]}

=====

(6)
{"formula": "C25H30N2O7", "method": "the ωB97M-V functional and the def2-TZVPD basis", "species": ["C", "C", "C", "O", "C", "C", "C", "C", "C", "C", "C", "O", "C", "C", "C", "C", "O", "C", "O", "C", "O", "N", "C", "C", "N", "C", "C", "O", "C", "C", "C", "C", "O", "C", "H", "H", "H", "H", "H", "H", "H", "H", "H", "H", "H", "H", "H", "H", "H", "H", "H", "H", "H", "H", "H", "H", "H", "H", "H", "H", "H", "H", "H", "H"], "xyz": [[4.1308, 5.2943, -0.4100], [3.4445, 4.7106, -1.6386], [1.9613, 5.0892, -1.6721], [1.2499, 4.5985, -0.5560], [1.0004, 3.2671, -0.4491], [1.1271, 2.3313, -1.4622], [0.8157, 0.9986, -1.2391], [0.3670, 0.5840, -0.0005], [0.0261, -0.8709, 0.2353], [1.2242, -1.7699, 0.0130], [2.4192, -1.6059, 0.8416], [2.6147, -0.5962, 1.4997], [3.3695, -2.7180, 0.8707], [4.6732, -2.7234, 1.3170], [5.1367, -4.0420, 1.1591], [4.0838, -4.7451, 0.6443], [3.0224, -3.9599, 0.4704], [0.9716, -2.5542, -1.0573], [1.7060, -3.4366, -1.7287], [-0.4126, -2.2902, -1.5445], [-0.9202, -2.8562, -2.4975], [-0.9334, -1.3509, -0.7387], [-2.2521, -0.7947, -0.8799], [-3.2092, -1.3374, 0.1910], [-4.4299, -0.5576, 0.2476], [-5.3181, -0.8158, -0.8753], [-6.5264, 0.1163, -0.7827], [-7.2235, -0.0585, 0.4277], [-6.3674, 0.1688, 1.5207], [-5.1599, -0.7681, 1.4877], [0.2278, 1.5124, 1.0252], [0.5471, 2.8426, 0.8217], [0.4592, 3.8183, 1.7649], [0.0848, 3.4522, 3.0695], [5.1655, 4.9649, -0.3577], [3.6152, 4.9691, 0.4902], [4.1127, 6.3815, -0.4427], [3.9172, 5.0817, -2.5501], [3.5387, 3.6230, -1.6221], [1.8563, 6.1753, -1.5984], [1.4963, 4.7613, -2.6109], [1.4735, 2.6249, -2.4401], [0.9283, 0.2850, -2.0418], [-0.3632, -0.9897, 1.2531], [5.2087, -1.8773, 1.6950], [6.1100, -4.4199, 1.3955], [3.9809, -5.7791, 0.3775], [1.1436, -3.7677, -2.4558], [-2.5992, -1.0632, -1.8797], [-2.1970, 0.2943, -0.7920], [-3.4026, -2.4076, 0.0025], [-2.7196, -1.2494, 1.1645], [-4.7884, -0.6205, -1.8074], [-5.6661, -1.8640, -0.8754], [-7.2391, -0.0967, -1.5809], [-6.1807, 1.1577, -0.8663], [-6.9630, -0.0012, 2.4192], [-6.0117, 1.2101, 1.5061], [-4.5034, -0.5406, 2.3303], [-5.5096, -1.8115, 1.5806], [-0.1090, 1.1738, 1.9914], [0.1349, 4.3680, 3.6565], [-0.9378, 3.0604, 3.1008], [0.7719, 2.7117, 3.4914]], "forces_ev_per_angstrom": [[0.0, -0.2, -0.2], [-0.3, 0.1, 0.3], [0.4, 0.0, -0.4], [-0.2, -0.1, 0.3], [-0.1, -0.1, 0.3], [0.0, 0.2, 0.0], [-0.1, -0.1, 0.3], [-0.1, 0.2, -0.1], [0.3, 0.1, 0.1], [-0.3, -0.3, -0.4], [0.0, -0.1, 0.0], [0.0, -0.3, -0.1], [1.3, 0.5, 0.6], [-0.8, 0.2, -0.3], [-0.3, -0.4, -0.2], [0.8, -0.1, 0.3], [-0.5, 0.0, 0.0], [0.2, 0.2, 0.4], [-0.2, 0.1, -0.1], [-0.1, -0.1, -0.1], [0.0, -0.1, -0.1], [0.0, -0.1, 0.0], [-0.3, -0.1, 0.0], [0.1, 0.2, -0.1], [0.0, -0.1, 0.1], [-0.2, 0.2, 0.0], [0.2, -0.1, -0.3], [-0.1, -0.1, 0.0], [0.3, -0.1, 0.3], [-0.3, 0.2, 0.0], [0.0, 0.1, -0.1], [0.1, 0.2, -0.1], [0.1, 0.0, -0.4], [-0.1, -0.1, 0.2], [0.1, 0.0, 0.1], [0.0, 0.0, 0.1], [0.0, 0.1, 0.0], [0.0, -0.1, -0.1], [0.0, 0.0, -0.1], [0.0, -0.1, -0.1], [0.0, 0.1, 0.1], [0.0, 0.1, -0.1], [0.0, -0.1, -0.1], [0.0, 0.0, -0.1], [0.0, 0.2, 0.1], [0.2, -0.1, 0.0], [-0.1, -0.1, -0.1], [0.0, 0.1, 0.1], [0.0, 0.1, 0.0], [0.0, -0.1, 0.0], [0.0, 0.0, 0.1], [0.0, -0.1, 0.0], [0.0, 0.0, -0.1], [0.0, 0.0, 0.0], [0.1, 0.0, 0.0], [0.0, -0.1, 0.0], [0.1, 0.0, 0.0], [0.0, -0.1, 0.0], [0.0, 0.0, 0.0], [0.0, 0.0, 0.0], [0.0, 0.0, 0.2], [0.0, -0.1, 0.0], [0.0, 0.0, 0.0], [0.0, 0.0, 0.0]], "e_above_lowest_kcal_mol": 81.5, "smiles": "CCCOc1ccc([C@@H]2C(C(=O)c3ccco3)=C(O)C(=O)N2CCN2CCOCC2)cc1OC", "molar_mass_g_mol": 470.52, "orbital_gap_ev": 7.7, "multiplicity": 1, "homo_energy_ev": -7.929}

=====

Calculated values (hartree) of E_tot for the records, taken in order: -438.9480; -3150.9633; -226.2815; -3800.8935; -383.4532; -1606.7928.